Here is 9 unconnected molecules or ions with the total composition C44H103N3O9 in a non-equilibrium geometry from the OMol25 dataset. Energies are from ωB97M-V with the def2-TZVPD basis set.

Summary:
SMILES: CC1(C)CCCC(C)(C)N1O.CC1(C)CCCC(C)(C)N1O.CC1(C)CCCC(C)(C)N1O.CC(C)O.CC(C)O.CC(C)O.CC(C)O.CC(C)O.CCO

CARTESIAN COORDINATES (ANGSTROEM)
C1 -0.99 2.02 -3.58
C2 -1.34 0.71 -4.24
C3 -0.20 -0.24 -4.06
C4 -0.44 -1.69 -4.38
C5 -1.48 -2.18 -3.41
C6 -2.74 -1.38 -3.44
N1 -2.41 0.07 -3.42
O1 -3.58 0.84 -3.30
C7 -3.59 -1.79 -4.67
C8 -3.61 -1.63 -2.14
C9 -1.74 0.90 -5.72
H1 0.01 2.27 -3.91
H2 -1.04 1.95 -2.51
H3 -1.65 2.82 -4.02
H4 0.64 0.14 -4.69
H5 0.12 -0.25 -3.06
H6 0.54 -2.21 -4.20
H7 -0.66 -1.89 -5.40
H8 -1.08 -2.04 -2.39
H9 -1.82 -3.23 -3.58
H10 -3.19 -1.90 -5.68
H11 -4.09 -2.71 -4.49
H12 -4.36 -1.01 -4.83
H13 -3.85 -2.72 -1.98
H14 -2.95 -1.21 -1.33
H15 -4.54 -1.07 -2.15
H16 -0.94 1.24 -6.37
H17 -2.55 1.61 -5.87
H18 -2.03 -0.09 -6.12
H19 -4.22 0.57 -3.98
C10 2.22 -2.53 0.73
C11 1.15 -3.61 0.77
C12 -0.08 -3.02 0.07
C13 -1.14 -4.02 -0.33
C14 -0.53 -5.08 -1.17
C15 0.70 -5.78 -0.57
N2 1.60 -4.72 -0.07
O2 2.83 -5.36 0.48
C16 0.25 -6.81 0.51
C17 1.32 -6.59 -1.76
C18 0.92 -3.91 2.27
H20 3.20 -2.74 1.14
H21 1.94 -1.75 1.40
H22 2.28 -2.07 -0.25
H23 -0.57 -2.31 0.71
H24 0.23 -2.45 -0.79
H25 -2.01 -3.67 -0.86
H26 -1.65 -4.43 0.55
H27 -0.28 -4.56 -2.10
H28 -1.33 -5.78 -1.47
H29 -0.24 -7.64 -0.04
H30 1.13 -7.17 1.05
H31 -0.43 -6.43 1.29
H32 0.65 -7.44 -2.05
H33 1.48 -5.97 -2.65
H34 2.30 -7.04 -1.48
H35 1.88 -4.15 2.74
H36 0.23 -4.77 2.49
H37 0.53 -3.00 2.76
H38 3.54 -4.98 0.00
C19 -3.58 -0.15 1.74
C20 -4.26 1.06 1.17
C21 -4.63 1.92 2.36
C22 -5.10 3.31 1.99
C23 -3.97 4.00 1.34
C24 -3.51 3.26 0.07
N3 -3.22 1.87 0.45
O3 -2.58 1.17 -0.57
C25 -4.47 3.41 -1.04
C26 -2.19 3.93 -0.44
C27 -5.36 0.54 0.34
H39 -3.13 -0.82 0.98
H40 -4.35 -0.64 2.29
H41 -2.86 0.18 2.51
H42 -5.42 1.37 2.89
H43 -3.70 1.99 2.95
H44 -5.55 3.81 2.89
H45 -5.97 3.32 1.33
H46 -3.17 4.18 1.97
H47 -4.31 4.89 0.88
H48 -5.55 3.38 -0.77
H49 -4.34 4.42 -1.45
H50 -4.26 2.76 -1.88
H51 -1.76 3.49 -1.33
H52 -2.38 5.03 -0.47
H53 -1.46 3.80 0.33
H54 -5.88 1.36 -0.15
H55 -6.10 -0.05 0.94
H56 -5.04 -0.21 -0.38
H57 -3.10 0.98 -1.35
C28 0.41 0.96 -0.09
C29 0.18 0.69 1.40
C30 1.38 0.67 2.27
O4 -0.75 1.69 1.88
H58 1.12 0.20 -0.42
H59 0.98 1.93 -0.24
H60 -0.49 0.80 -0.71
H61 -0.30 -0.30 1.45
H62 1.05 0.35 3.24
H63 1.81 1.68 2.34
H64 2.18 0.04 1.83
H65 -1.64 1.64 1.33
C31 3.98 -1.86 -3.92
C32 4.35 -1.28 -5.32
C33 3.26 -1.40 -6.38
O5 4.62 0.12 -5.25
H66 4.63 -1.50 -3.17
H67 3.97 -2.94 -4.03
H68 2.97 -1.55 -3.63
H69 5.31 -1.73 -5.62
H70 2.91 -2.43 -6.44
H71 3.63 -1.16 -7.35
H72 2.47 -0.74 -6.10
H73 5.19 0.24 -4.49
C34 5.58 -0.32 5.56
C35 5.31 -0.85 4.14
C36 4.28 -1.99 4.03
O6 5.01 0.22 3.26
H74 4.65 0.08 5.98
H75 6.36 0.48 5.58
H76 5.91 -1.17 6.13
H77 6.31 -1.27 3.85
H78 3.93 -2.07 3.01
H79 3.42 -1.89 4.69
H80 4.81 -2.95 4.20
H81 5.24 0.01 2.35
C37 -2.54 3.72 5.38
C38 -1.40 2.67 5.42
C39 -1.20 2.08 6.77
O7 -1.68 1.54 4.59
H82 -3.51 3.26 5.57
H83 -2.55 4.28 4.47
H84 -2.39 4.36 6.27
H85 -0.50 3.22 5.03
H86 -0.50 1.31 6.62
H87 -2.11 1.59 7.12
H88 -0.79 2.80 7.50
H89 -1.25 1.60 3.72
C40 1.39 4.29 3.40
C41 2.10 5.26 2.47
C42 2.50 4.65 1.14
O8 1.23 6.41 2.23
H90 0.45 3.95 2.93
H91 1.01 4.87 4.27
H92 1.98 3.46 3.76
H93 2.99 5.72 2.96
H94 3.01 5.43 0.57
H95 1.62 4.24 0.66
H96 3.21 3.80 1.29
H97 0.33 6.05 2.32
C43 4.90 2.38 -0.79
C44 4.38 1.00 -0.62
O9 5.28 0.06 0.01
H98 4.25 2.91 -1.47
H99 5.88 2.36 -1.28
H100 5.01 2.92 0.16
H101 4.12 0.59 -1.64
H102 3.44 0.94 -0.03
H103 6.18 0.21 -0.17

Here is 10 unconnected molecules or ions with the total composition C44H106F6N6O19 in a non-equilibrium geometry from the OMol25 dataset. Energies are from ωB97M-V with the def2-TZVPD basis set.

CARTESIAN COORDINATES (ANGSTROEM)
N1 5.57 -0.09 1.35
O1 6.57 0.47 0.87
O2 4.61 -0.30 0.65
O3 5.51 -0.55 2.45
C1 1.20 -3.83 -6.15
O4 1.19 -2.78 -5.17
O5 -0.02 -4.50 -5.87
C2 1.43 -3.15 -7.60
F1 2.67 -2.56 -7.68
F2 1.48 -4.07 -8.61
F3 0.55 -2.22 -8.03
C3 2.44 -2.42 -4.54
C4 2.17 -1.43 -3.41
H1 2.94 -0.66 -3.47
H2 1.12 -1.15 -3.48
H3 2.42 -2.01 -2.52
H4 3.06 -1.83 -5.21
H5 3.07 -3.22 -4.15
H6 2.05 -4.45 -5.86
C5 1.47 -2.94 5.42
O6 0.74 -2.42 4.29
O7 2.77 -2.48 5.18
C6 0.83 -2.47 6.75
F4 1.44 -2.88 7.84
F5 0.90 -1.10 6.92
F6 -0.38 -2.93 6.83
C7 -0.49 -2.98 3.94
C8 -0.88 -2.51 2.57
H7 -0.22 -1.65 2.41
H8 -0.66 -3.22 1.77
H9 -1.91 -2.18 2.53
H10 -1.27 -2.54 4.56
H11 -0.74 -4.05 3.94
H12 1.44 -4.02 5.39
C9 -7.00 -1.58 -0.87
C10 -5.84 -1.70 -1.80
C11 -4.77 -0.61 -1.77
O8 -5.29 -3.03 -1.57
H13 -7.72 -2.36 -1.08
H14 -7.43 -0.59 -1.01
H15 -6.77 -1.81 0.17
H16 -6.22 -1.62 -2.82
H17 -5.28 0.33 -1.62
H18 -4.17 -0.62 -2.68
H19 -4.12 -0.58 -0.89
C12 1.38 0.28 -0.12
C13 0.26 1.30 -0.40
C14 -0.98 0.66 -1.05
O9 -0.11 2.16 0.67
H20 2.27 0.78 0.25
H21 1.80 -0.13 -1.04
H22 1.07 -0.42 0.65
H23 0.63 2.01 -1.14
H24 -1.31 -0.19 -0.45
H25 -0.65 0.18 -1.97
H26 -1.80 1.34 -1.32
C15 -4.59 1.03 -5.26
O10 -3.84 -0.19 -5.30
C16 -2.44 0.03 -5.23
C17 -1.66 -1.27 -5.25
N2 -2.35 -2.53 -5.90
H27 -1.65 -3.25 -5.74
H28 -3.26 -2.81 -5.55
C18 -2.64 -2.21 -7.38
C19 -2.99 -3.45 -8.15
O11 -4.12 -4.15 -7.64
C20 -4.48 -5.39 -8.28
H29 -4.47 1.54 -4.31
H30 -5.63 0.74 -5.40
H31 -4.41 1.83 -5.98
H32 -2.12 0.68 -4.41
H33 -2.33 0.63 -6.13
H34 -1.60 -1.54 -4.20
H35 -0.72 -1.17 -5.78
H36 -1.72 -1.81 -7.80
H37 -3.52 -1.58 -7.50
H38 -2.13 -4.12 -8.13
H39 -3.31 -3.22 -9.17
H40 -5.43 -5.72 -7.84
H41 -3.67 -6.08 -8.06
H42 -4.68 -5.07 -9.31
C21 -4.29 -0.09 3.58
O12 -4.11 1.12 2.84
C22 -3.72 0.86 1.45
C23 -3.91 2.17 0.69
N3 -2.79 3.16 1.17
H43 -1.97 2.57 1.06
H44 -2.83 3.98 0.59
C24 -2.86 3.65 2.61
C25 -4.17 4.48 3.06
O13 -4.24 4.68 4.43
C26 -3.31 5.69 4.97
H45 -4.85 -0.87 3.06
H46 -4.70 0.12 4.57
H47 -3.31 -0.49 3.82
H48 -4.47 0.15 1.09
H49 -2.73 0.44 1.26
H50 -4.85 2.67 0.91
H51 -3.74 2.21 -0.39
H52 -1.89 4.15 2.54
H53 -2.65 2.71 3.12
H54 -5.09 4.00 2.70
H55 -4.20 5.42 2.52
H56 -2.34 5.26 5.22
H57 -3.54 6.12 5.94
H58 -3.09 6.48 4.24
C27 -1.79 1.48 6.26
O14 -1.12 1.93 5.09
C28 -0.83 0.88 4.17
C29 0.72 0.69 3.97
N4 1.35 1.95 3.31
H59 0.84 2.27 2.49
H60 1.20 2.60 4.07
C30 2.84 1.75 3.00
C31 3.71 1.20 4.20
O15 3.30 1.81 5.47
C32 3.70 1.08 6.66
H61 -1.69 2.20 7.07
H62 -1.56 0.50 6.66
H63 -2.78 1.28 5.87
H64 -1.26 1.03 3.18
H65 -1.20 -0.11 4.43
H66 1.00 -0.10 3.28
H67 1.27 0.46 4.88
H68 3.15 2.79 2.91
H69 3.03 1.33 2.01
H70 4.69 1.50 3.83
H71 3.81 0.12 4.09
H72 4.73 1.21 7.01
H73 3.46 0.01 6.63
H74 3.14 1.45 7.52
C33 5.53 -3.55 -1.67
O16 4.94 -3.98 -0.50
C34 5.70 -3.66 0.64
C35 5.10 -3.86 2.02
N5 3.84 -2.94 2.33
H75 3.60 -3.02 3.31
H76 4.10 -1.97 2.35
C36 2.62 -3.18 1.53
C37 2.30 -4.68 1.39
O17 1.98 -5.12 2.75
C38 1.86 -6.56 2.98
H77 5.57 -2.46 -1.58
H78 4.86 -3.76 -2.50
H79 6.50 -4.02 -1.79
H80 5.99 -2.61 0.56
H81 6.63 -4.20 0.46
H82 5.74 -3.51 2.83
H83 4.81 -4.87 2.29
H84 2.82 -2.83 0.52
H85 1.82 -2.56 1.95
H86 3.07 -5.25 0.86
H87 1.36 -4.69 0.85
H88 1.28 -7.03 2.19
H89 1.39 -6.84 3.93
H90 2.86 -6.98 2.89
C39 0.90 8.87 -1.70
O18 0.79 7.79 -0.79
C40 -0.19 6.89 -1.18
C41 -0.12 5.62 -0.30
N6 1.22 4.84 -0.38
H91 1.77 4.99 0.46
H92 0.97 3.87 -0.25
C42 2.21 4.93 -1.56
C43 3.38 3.96 -1.49
O19 4.12 4.29 -0.34
C44 5.18 3.37 -0.04
H93 1.02 8.51 -2.72
H94 1.86 9.30 -1.43
H95 0.14 9.64 -1.59
H96 -0.06 6.59 -2.22
H97 -1.16 7.38 -1.17
H98 -0.88 4.86 -0.47
H99 -0.23 5.94 0.73
H100 2.60 5.94 -1.58
H101 1.58 4.81 -2.44
H102 3.99 3.98 -2.40
H103 3.09 2.92 -1.31
H104 5.77 3.10 -0.92
H105 4.71 2.43 0.24
H106 5.76 3.71 0.82

no.,orbital gap (eV)
1,8.905
2,3.195